No. 1
Molecular formula: C37H32MnN3O4P2
Method: DFT, the ωB97M-V functional and the def2-TZVPD basis

Geometry (Å):
Mn  0.217  0.443  -1.725
O  -3.431  2.868  -5.677
C  -3.783  1.612  -5.532
O  -4.659  1.092  -6.171
C  -3.071  0.791  -4.493
C  -3.505  -0.474  -4.130
N  -2.657  -0.948  -3.208
N  -1.674  -0.074  -2.947
C  -1.910  0.998  -3.715
C  -0.937  2.161  -3.675
O  -1.189  3.178  -4.306
O  0.093  1.954  -2.960
H  -2.612  3.146  -5.180
H  -4.341  -1.036  -4.494
H  -2.678  -1.863  -2.777
C  0.082  -2.008  0.453
N  -0.333  -1.308  1.633
C  -1.379  -0.346  1.478
P  -1.046  1.035  0.241
C  0.041  2.211  1.114
C  1.161  2.694  0.437
C  1.959  3.667  1.014
C  1.659  4.144  2.281
C  0.552  3.659  2.961
C  -0.263  2.704  2.380
C  -2.651  1.893  0.291
C  -2.654  3.268  0.050
C  -3.845  3.968  0.022
C  -5.047  3.307  0.222
C  -5.054  1.937  0.422
C  -3.866  1.228  0.441
C  0.058  -1.702  2.918
C  0.313  -0.732  3.891
C  0.610  -1.106  5.186
C  0.666  -2.446  5.536
C  0.449  -3.411  4.567
C  0.148  -3.049  3.268
P  1.564  -0.972  -0.153
C  2.820  -1.822  0.866
C  3.144  -3.147  0.582
C  4.060  -3.814  1.371
C  4.654  -3.168  2.446
C  4.337  -1.850  2.724
C  3.421  -1.172  1.936
C  2.060  -1.506  -1.842
C  3.402  -1.338  -2.202
C  3.798  -1.528  -3.513
C  2.862  -1.846  -4.487
C  1.530  -2.018  -4.142
C  1.118  -1.849  -2.827
H  -0.735  -2.032  -0.282
H  0.415  -3.022  0.678
H  -1.642  0.096  2.442
H  -2.271  -0.857  1.085
H  1.401  2.311  -0.565
H  2.806  4.061  0.474
H  2.284  4.897  2.735
H  0.318  4.035  3.945
H  -1.145  2.357  2.902
H  -1.719  3.790  -0.107
H  -3.841  5.031  -0.166
H  -5.977  3.855  0.216
H  -5.988  1.412  0.554
H  -3.905  0.159  0.585
H  0.299  0.314  3.619
H  0.802  -0.350  5.932
H  0.873  -2.736  6.553
H  0.495  -4.457  4.827
H  -0.057  -3.818  2.539
H  2.688  -3.644  -0.264
H  4.315  -4.838  1.149
H  5.363  -3.697  3.065
H  4.808  -1.348  3.554
H  3.175  -0.140  2.144
H  4.127  -1.062  -1.446
H  4.838  -1.411  -3.780
H  3.173  -1.960  -5.514
H  0.811  -2.279  -4.905
H  0.093  -2.097  -2.540

Values from the calculation:
* net charge: +1
* multiplicity: 6
* ⟨S²⟩: 8.759
* HOMO-LUMO gap (alpha / beta): 8.00 / 7.57 eV
* max |F|: 0.037 Eh/bohr
* energy above the lowest of the compared OMol25 structures with the same formula, charge and spin: 23.3 kcal/mol



No. 2
Molecular formula: C3H13NO3
Method: DFT, the ωB97M-V functional and the def2-TZVPD basis

Geometry (Å):
C  -1.052  0.390  -1.481
C  -0.501  0.459  -0.199
C  0.852  1.090  -0.106
N  1.789  -0.089  -0.368
H  -2.132  0.217  -1.583
H  -0.722  1.010  -2.393
H  -1.033  0.267  0.756
H  1.126  1.853  -0.833
H  1.280  1.472  0.815
H  1.422  -0.842  -1.082
H  2.669  0.322  -0.752
O  -0.273  4.175  1.234
H  -1.037  4.505  1.782
H  -0.622  3.466  0.757
O  -2.536  -3.992  0.284
H  -2.443  -3.159  0.712
H  -2.348  -3.672  -0.672
O  1.554  -2.652  0.879
H  2.288  -3.113  1.103
H  1.719  -1.708  1.146

Values from the calculation:
* SMILES string: C=CCN.O.O.O
* HOMO-LUMO gap: 9.94 eV
* max |F|: 0.091 Eh/bohr
* energy above the lowest of the compared OMol25 structures with the same formula, charge and spin: 65.0 kcal/mol



No. 3
Molecular formula: C5H13NO2
Method: DFT, the ωB97M-V functional and the def2-TZVPD basis

Geometry (Å):
C  1.558  2.461  -0.961
C  1.723  0.975  -1.275
N  0.515  0.262  -0.854
C  0.620  -1.194  -0.899
C  -0.789  -1.825  -1.187
C  -1.666  -1.308  -0.077
O  -1.555  -1.624  1.074
H  0.508  2.743  -0.922
H  1.919  2.682  0.053
H  2.192  3.050  -1.622
H  2.636  0.624  -0.792
H  1.798  0.913  -2.364
H  0.304  0.499  0.115
H  1.107  -1.603  -0.008
H  1.257  -1.633  -1.679
H  -1.018  -1.553  -2.210
H  -0.713  -2.915  -1.145
H  -2.302  -0.456  -0.392
O  -0.702  1.330  3.573
H  -1.066  1.425  2.714
H  -1.414  1.540  4.196

Values from the calculation:
* SMILES string: CCNCCC=O.O
* HOMO-LUMO gap: 10.01 eV
* max |F|: 0.033 Eh/bohr
* energy above the lowest of the compared OMol25 structures with the same formula, charge and spin: 47.2 kcal/mol



No. 4
Molecular formula: C32H27BClF4GeN3O2W
Method: DFT, the ωB97M-V functional and the def2-TZVPD basis

Geometry (Å):
W  -0.081  0.016  -0.076
O  3.285  1.920  2.117
C  3.184  1.219  3.220
C  3.998  1.594  4.299
C  3.938  0.891  5.470
C  3.067  -0.216  5.611
C  2.259  -0.597  4.569
C  2.287  0.107  3.358
C  1.452  -0.286  2.259
O  1.328  0.519  1.222
N  0.834  -1.451  2.262
N  0.157  -1.606  1.106
C  -0.119  -2.818  0.617
C  -0.715  -2.807  -0.664
C  -1.116  -3.979  -1.320
C  -1.796  -3.895  -2.508
C  -2.089  -2.628  -3.020
C  -1.625  -1.513  -2.365
N  -0.916  -1.560  -1.226
H  2.642  1.595  1.443
H  4.658  2.441  4.173
H  4.565  1.192  6.299
H  3.040  -0.764  6.542
H  1.590  -1.440  4.658
H  0.124  -3.724  1.156
H  -0.883  -4.931  -0.862
H  -2.107  -4.782  -3.042
H  -2.659  -2.511  -3.930
H  -1.814  -0.528  -2.766
C  0.113  6.124  0.120
C  0.765  5.006  0.617
C  0.395  3.740  0.178
C  -0.620  3.577  -0.762
C  -1.279  4.709  -1.239
C  -0.913  5.974  -0.801
Ge  -1.013  1.804  -1.602
C  -0.089  1.977  -3.360
C  -0.400  1.208  -4.481
C  0.405  1.227  -5.609
C  1.552  2.006  -5.632
C  1.848  2.815  -4.545
C  1.038  2.798  -3.421
C  -2.984  1.945  -1.881
C  -3.771  2.378  -0.812
C  -5.149  2.469  -0.924
C  -5.771  2.131  -2.118
C  -5.001  1.745  -3.204
C  -3.621  1.651  -3.085
H  0.407  7.112  0.449
H  1.566  5.115  1.338
H  0.910  2.874  0.573
H  -2.081  4.593  -1.960
H  -1.430  6.844  -1.184
H  -1.280  0.574  -4.492
H  0.144  0.620  -6.468
H  2.213  1.978  -6.488
H  2.724  3.452  -4.566
H  1.283  3.437  -2.581
H  -3.296  2.691  0.111
H  -5.739  2.806  -0.081
H  -6.849  2.176  -2.200
H  -5.477  1.522  -4.151
H  -3.033  1.376  -3.954
F  3.385  -0.166  -2.336
B  2.201  -0.196  -1.716
F  1.845  1.077  -1.095
F  2.109  -1.114  -0.622
F  1.088  -0.506  -2.509
Cl  -2.641  -0.295  0.723
C  -1.409  0.793  1.452
H  -1.235  0.428  2.466
H  -1.845  1.785  1.519

Values from the calculation:
* net charge: +1
* multiplicity: 4
* ⟨S²⟩: 3.845
* HOMO-LUMO gap (alpha / beta): 5.58 / 3.23 eV
* max |F|: 0.054 Eh/bohr
* energy above the lowest of the compared OMol25 structures with the same formula, charge and spin: 74.1 kcal/mol



max |F| of number 2 (C3H13NO3)? 0.091 Eh/bohr



What is the formula in the first record? C37H32MnN3O4P2